No. 1
{
  "formula": "C17H17BN8O6Pt",
  "method": "ωB97M-V with the def2-TZVPD basis set",
  "symbols": ["H", "N", "B", "N", "C", "Pt", "H", "C", "H", "C", "H", "C", "H", "H", "H", "N", "N", "N", "N", "C", "C", "H", "H", "C", "C", "C", "C", "H", "H", "H", "H", "H", "O", "C", "O", "C", "C", "C", "C", "C", "C", "N", "O", "O", "N", "O", "O", "H", "H", "H"],
  "xyz": [[1.09379, 3.01598, -0.18284], [0.66454, 1.63241, -1.65940], [0.14358, 0.49676, -3.95520], [0.48062, 1.70304, -3.04256], [0.78473, 2.95991, -3.46203], [0.73560, 0.21013, -0.14474], [0.76122, 3.25308, -4.50487], [1.07732, 3.72608, -2.34274], [1.32557, 4.76895, -2.29005], [0.97524, 2.86777, -1.24434], [0.40142, 0.70288, -5.11529], [-2.90757, -2.64410, 2.28815], [-2.45601, -2.88901, 3.25882], [-2.20093, -2.10011, 1.64631], [-3.26270, -3.55870, 1.79316], [-1.46572, 0.04433, -3.91579], [1.07150, -0.57661, -3.33235], [-2.02155, -0.25480, -2.70696], [1.28163, -0.75717, -1.97421], [-2.46825, -0.15212, -4.83301], [1.92436, -1.38510, -4.01805], [-2.20789, 0.04215, -5.89532], [1.98839, -1.37392, -5.09631], [-3.61802, -0.57701, -4.10093], [2.62629, -2.15167, -3.09404], [-3.24999, -0.62667, -2.71853], [2.18427, -1.73058, -1.83133], [-4.63905, -0.83743, -4.41013], [3.36358, -2.90904, -3.26495], [-3.70013, -0.87795, -1.72649], [2.46216, -2.01850, -0.83399], [-3.69792, -2.04585, 2.45565], [2.61493, -1.49229, 1.20720], [2.04212, -0.42829, 1.39153], [2.43160, 0.77227, 0.68018], [1.24727, -0.02932, 2.67373], [0.32990, 1.02796, 2.77263], [-0.26014, 1.28103, 4.03347], [0.06784, 0.51659, 5.15763], [0.95796, -0.55381, 5.01345], [1.56381, -0.81639, 3.77073], [1.25767, -1.39836, 6.12904], [0.73476, -1.13588, 7.23343], [2.03357, -2.36245, 5.94889], [-1.18659, 2.36282, 4.15092], [-1.47180, 3.02026, 3.12506], [-1.66654, 2.60480, 5.28102], [0.01547, 1.60576, 1.89405], [-0.37842, 0.74293, 6.12094], [2.21658, -1.67478, 3.67045]],
  "mulliken_charge": [0.397, -0.275, 0.490, -0.086, -0.121, 1.070, 0.438, -1.122, 0.393, 0.215, -0.134, -0.963, 0.265, 0.091, 0.287, 0.211, -0.116, -0.436, -0.277, -0.321, -0.143, 0.399, 0.448, -0.893, -1.173, 0.014, -0.030, 0.315, 0.392, 0.398, 0.568, 0.327, -0.595, 0.505, -0.698, 0.945, -0.264, -0.501, -0.332, -0.370, -0.699, 0.993, -0.579, -0.579, 1.008, -0.591, -0.585, 0.496, 0.611, 0.607],
  "multiplicity": 3,
  "max_force_ev_per_a": 5.4,
  "s2": 2.02,
  "lumo_energy_ev": [-2.0, -2.6],
  "e_above_lowest_kcal_mol": 58.0,
  "gap_ha": [0.2440, 0.2200]
}

No. 2
{
  "formula": "C25H29BBaBrF6GeN2O4SbSe",
  "method": "ωB97M-V with the def2-TZVPD basis set",
  "symbols": ["Ba", "C", "O", "C", "C", "C", "Br", "C", "C", "C", "O", "C", "N", "C", "C", "C", "C", "C", "C", "N", "H", "H", "H", "H", "H", "H", "H", "H", "H", "H", "H", "C", "Ge", "C", "C", "C", "Se", "C", "H", "H", "H", "H", "H", "H", "H", "H", "H", "H", "H", "H", "H", "H", "F", "Sb", "F", "F", "F", "F", "F", "O", "B", "O", "C", "C", "C", "C", "C", "C", "H", "H", "H", "H"],
  "xyz": [[-0.73145, 1.70502, 0.92700], [-2.09547, 1.84422, 4.77713], [-1.59579, 1.00947, 3.70961], [-1.72325, -0.37066, 3.84339], [-2.27954, -0.89216, 5.00358], [-2.56255, -2.26147, 5.03519], [-3.17742, -3.03045, 6.62034], [-2.63335, -3.04616, 3.92481], [-2.37855, -2.38350, 2.70043], [-1.72349, -1.15553, 2.61645], [-1.28085, -0.74287, 1.45890], [-2.84700, -3.05535, 1.49274], [-2.57084, -2.62454, 0.25008], [-3.13727, -3.45239, -0.68705], [-3.07973, -3.51771, -2.05989], [-3.67643, -4.64366, -2.69972], [-4.31232, -5.65782, -2.05526], [-4.45185, -5.53184, -0.65514], [-3.96387, -4.38017, 0.00834], [-3.63633, -4.16588, 1.33993], [-1.47689, 1.86168, 5.65032], [-3.14890, 1.58529, 5.04740], [-2.15684, 2.87329, 4.38930], [-2.42064, -0.27621, 5.90680], [-2.83104, -4.10034, 4.07811], [-2.01762, -1.69866, 0.14894], [-2.53893, -2.85039, -2.73550], [-3.71487, -4.54741, -3.80561], [-4.66951, -6.59663, -2.52210], [-4.92881, -6.31587, -0.05642], [-4.10647, -4.70603, 2.09509], [6.15227, 2.10594, 2.68196], [5.43541, 0.80052, 1.37278], [6.12514, 1.16658, -0.47017], [5.83432, -1.09676, 1.94089], [3.54264, 0.74650, 1.03834], [2.66816, 2.31425, 1.85210], [2.29764, 3.50210, 0.32013], [7.24600, 2.01715, 2.76525], [5.81243, 1.85897, 3.70027], [5.81245, 3.10194, 2.41811], [6.96232, 1.84747, -0.37713], [5.45598, 1.65582, -1.12260], [6.37836, 0.18228, -0.94672], [5.86126, -0.98280, 2.98706], [6.74777, -1.49696, 1.47633], [4.94867, -1.77484, 1.71828], [3.06525, -0.17306, 1.53492], [3.46521, 0.64203, -0.04276], [3.09912, 4.25168, 0.23935], [1.45302, 4.16568, 0.61099], [2.24011, 2.97296, -0.66840], [-0.60816, 3.68930, 2.27421], [-2.30295, 4.55888, 1.32699], [-2.74283, 5.11553, 3.08336], [-0.93946, 5.70532, 0.62244], [-3.99497, 5.00154, 0.63669], [-1.86551, 3.54019, -0.30900], [-2.94996, 2.81556, 1.80494], [0.05483, 0.22413, -4.24890], [-0.73377, -0.89296, -4.52734], [-0.61665, -1.24852, -5.92173], [0.04640, -0.10786, -6.46518], [0.19111, 0.19724, -7.82101], [0.29611, 1.54917, -8.20243], [0.47350, 2.49551, -7.18247], [0.64875, 2.15833, -5.84750], [0.37175, 0.79710, -5.48506], [0.20210, -0.56598, -8.63606], [0.30288, 1.73865, -9.26850], [0.57685, 3.55072, -7.47328], [0.85432, 2.99545, -5.13638]],
  "mulliken_charge": [1.808, -0.893, -0.095, 0.283, -0.566, -0.108, -0.208, -1.055, 0.513, 0.880, -1.157, 0.066, 0.092, 0.415, -0.627, -0.343, -0.611, -0.476, 0.084, -0.102, 0.422, 0.435, 0.089, 0.484, 0.476, 0.238, 0.469, 0.330, 0.377, 0.327, 0.323, -1.122, 0.520, -1.301, -1.216, -0.809, -0.086, -0.822, 0.382, 0.346, 0.332, 0.398, 0.403, 0.360, 0.391, 0.361, 0.324, 0.380, 0.438, 0.327, 0.245, 0.315, -0.718, 2.445, -0.504, -0.502, -0.501, -0.685, -0.615, -0.332, 0.373, -0.501, 0.661, -0.595, -0.467, -0.370, -0.667, 0.562, 0.345, 0.376, 0.328, 0.334],
  "multiplicity": 2,
  "max_force_ev_per_a": 3.1,
  "s2": 0.75,
  "lumo_energy_ev": [-3.9, -3.9],
  "charge": 1,
  "gap_ha": [0.2433, 0.2430]
}

No. 3
{
  "formula": "C3H5ClF2S",
  "method": "ωB97M-V with the def2-TZVPD basis set",
  "symbols": ["F", "C", "C", "F", "Cl", "C", "S", "H", "H", "H", "H", "H"],
  "xyz": [[0.70135, -0.91175, 1.61333], [0.51784, -1.23816, 0.31198], [0.30932, -0.00307, -0.63103], [1.52720, 0.60037, -0.74900], [-0.00671, -0.73308, -2.29389], [-0.79075, 0.95847, -0.30433], [-0.45739, 1.98110, 1.19268], [1.35247, -1.75506, -0.08571], [-0.39255, -1.97866, 0.20900], [-1.76024, 0.45035, -0.08185], [-0.94914, 1.62764, -1.17015], [-0.05140, 1.00185, 1.98897]],
  "mulliken_charge": [-0.270, -0.546, 0.718, -0.252, -0.194, -0.744, -0.194, 0.344, 0.297, 0.328, 0.367, 0.145],
  "smiles": "FC[C@@](F)(Cl)CS",
  "multiplicity": 1,
  "max_force_ev_per_a": 3.5,
  "lumo_energy_ev": 0.7,
  "e_above_lowest_kcal_mol": 7.4,
  "gap_ha": 0.3753
}

No. 4
{
  "formula": "C3H13N3O2",
  "method": "ωB97M-V with the def2-TZVPD basis set",
  "symbols": ["H", "N", "N", "O", "H", "C", "C", "N", "C", "H", "H", "H", "H", "H", "H", "H", "H", "H", "O", "H", "H"],
  "xyz": [[2.71822, 1.44140, -1.01115], [1.69406, 1.63289, -0.94451], [1.29977, 2.26350, 0.00031], [2.12296, 2.58869, 1.01493], [3.04112, 2.25786, 0.88275], [-1.93569, 1.14000, -0.36427], [-1.97184, -0.35982, -0.11275], [-0.64218, -0.92883, -0.25966], [-0.59810, -2.34547, 0.03584], [-2.93634, 1.55842, -0.29101], [-1.29759, 1.63584, 0.36351], [-1.54217, 1.33853, -1.35691], [-2.62411, -0.84559, -0.84597], [-2.39345, -0.56047, 0.88928], [-0.01359, -0.42188, 0.35853], [0.41328, -2.72194, -0.11783], [-1.26072, -2.86829, -0.65506], [-0.92031, -2.59302, 1.06039], [2.50654, -0.46590, 0.55796], [2.39799, -1.26728, 1.07638], [1.94214, -0.47863, -0.28076]],
  "mulliken_charge": [0.253, -0.541, 0.343, -0.357, 0.293, -1.203, -0.389, -0.298, -0.980, 0.393, 0.297, 0.302, 0.388, 0.302, 0.219, 0.310, 0.342, 0.318, -0.662, 0.283, 0.386],
  "smiles": "[H]/N=N\\O.CCNC.O",
  "multiplicity": 1,
  "max_force_ev_per_a": 2.2,
  "lumo_energy_ev": 0.7,
  "e_above_lowest_kcal_mol": 80.0,
  "gap_ha": 0.3499
}

Number 1: energy -1691.34013 Ha. Number 2: energy -9322.60794 Ha. Number 3: energy -1175.40363 Ha. Number 4: energy -436.73830 Ha.